70
Properties=species:S:1:pos:R:3 method="wB97M-V/def2-TZVPD" gap_ev=6.568 charge=0 relative_energy_kcal_mol=0.5 fmax_ev_per_a=0.46 lumo_energy_ha=-0.0175
C 2.410 -1.660 -1.325
C 1.427 0.504 3.301
H 3.058 -0.804 0.534
C -1.532 -2.798 -1.803
C -2.872 2.266 -0.583
C -1.633 -5.202 -1.750
H -2.024 -1.842 -1.950
C 3.369 -1.252 -0.402
C -4.994 1.683 0.326
H -4.198 1.103 3.959
C -0.297 -5.257 -1.367
H 2.087 -2.548 -3.260
C 2.134 2.603 4.234
Mg -0.665 1.250 -1.370
C -1.802 -0.182 1.939
H -0.053 4.033 -1.604
C 3.235 2.628 -2.930
C 5.125 -1.981 -1.876
O -3.931 3.795 0.953
H -2.194 -6.119 -1.879
C 0.682 1.182 2.339
C 1.924 4.520 -2.339
C 0.894 3.666 -1.984
H 2.236 0.751 -2.621
O -6.022 1.709 0.945
C 2.158 1.213 4.239
H -1.986 1.662 3.046
H 4.486 -2.832 -3.740
C -3.659 -1.700 2.143
C 4.721 -1.417 -0.675
H 1.465 -4.134 -0.904
C -2.443 0.711 2.803
H -5.281 -1.038 3.372
N 1.024 2.337 -2.092
C 2.824 -2.224 -2.533
O -1.726 2.834 -0.867
C -3.687 0.396 3.320
H 6.178 -2.109 -2.090
C 4.174 -2.385 -2.805
C -2.246 -3.978 -1.965
H 4.144 2.176 -3.300
P 0.646 -1.275 -1.077
H 1.433 -0.580 3.319
C -3.919 2.769 0.308
C 3.114 4.003 -2.820
H 1.360 4.366 3.288
O -5.037 -0.523 -0.737
H 3.921 4.666 -3.099
H -3.288 -3.930 -2.255
C -4.485 0.539 -0.546
Cl 1.704 6.222 -2.173
C 0.667 2.576 2.332
C 2.172 1.830 -2.557
H 0.182 -6.213 -1.199
H 2.699 3.154 4.974
N 0.499 -1.067 0.615
H 0.077 3.103 1.588
H 5.457 -1.104 0.053
P -0.309 0.354 1.074
C -4.295 -0.810 2.990
C -0.193 -2.851 -1.415
H -1.950 -2.065 0.904
H 2.740 0.686 4.984
H -4.145 -2.623 1.859
C -2.416 -1.386 1.607
C 1.385 3.285 3.286
O -2.341 0.288 -1.740
C 0.423 -4.086 -1.198
H 0.570 -1.868 1.232
C -3.181 0.982 -1.037